Density functional theory data (ωB97M-V/def2-TZVPD) for a single C5H8BN molecule in a non-equilibrium geometry.

Atoms and positions in Å:
H -0.140 -2.163 1.252
B 0.500 -1.322 0.829
C 1.794 -0.864 0.352
C 2.020 0.397 -0.248
C 1.051 1.304 -0.418
C -0.349 1.119 -0.247
N -0.928 -0.010 -0.010
C -2.302 -0.418 -0.079
H 2.726 -1.458 0.493
H 3.046 0.703 -0.497
H 1.301 2.366 -0.413
H -0.964 2.071 -0.486
H -2.875 0.318 -0.760
H -2.186 -1.340 -0.693
H -2.695 -0.705 0.925

Properties
Calculated total energy = -274.8356 Eh
ΔE to the lowest compared entry with this formula, charge and spin = 53.3 kcal/mol
E_LUMO = 0.40 eV
Highest occupied orbital energy = -7.77 eV
SMILES = [H]/B=C/C=C\C=N\C
Spin multiplicity = 1
Orbital gap = 0.3004 Eh
Net charge = 0
F_max = 0.087 Eh/bohr